Formula: C18H46Cl6O15S5
Source: the OMol25 dataset
Level of theory: wB97M-V/def2-TZVPD

Geometry as XYZ:
```
90
Properties=species:S:1:pos:R:3:lowdin_charge:R:1
C 3.567 -0.680 1.354 -1.004
Cl 3.675 -2.412 0.939 0.486
Cl 3.782 0.218 -0.142 0.502
H 2.618 -0.455 1.744 -0.024
H 4.394 -0.428 2.061 0.053
C 1.971 -5.521 2.847 -1.021
Cl 0.469 -5.140 2.043 0.519
Cl 3.196 -6.112 1.690 0.482
H 2.331 -4.644 3.332 0.010
H 1.769 -6.269 3.604 0.028
C -0.445 -0.961 -0.043 -0.917
Cl -0.351 -1.508 1.646 0.527
Cl -1.345 0.628 -0.055 0.547
H 0.625 -0.941 -0.396 0.038
H -1.052 -1.658 -0.661 -0.001
O -2.045 -3.437 -1.291 -0.314
S -3.036 -4.449 -1.557 0.551
O -4.387 -4.054 -1.312 -0.268
O -2.786 -5.073 -2.956 -0.262
C -2.620 -4.132 -4.098 -0.240
C -2.934 -4.861 -5.326 -0.080
C -2.691 -5.935 -0.617 -0.101
H -1.585 -3.735 -3.943 0.100
H -3.348 -3.334 -4.097 0.121
H -2.646 -4.139 -6.135 0.107
H -3.945 -5.230 -5.511 0.091
H -2.163 -5.644 -5.422 0.087
H -2.476 -5.606 0.384 0.053
H -1.827 -6.407 -1.126 0.077
H -3.582 -6.590 -0.670 0.084
O 0.524 -3.158 -3.867 -0.277
S 1.099 -4.413 -3.570 0.509
O 0.627 -5.567 -4.224 -0.250
O 2.641 -4.429 -3.761 -0.249
C 3.330 -3.107 -3.881 -0.221
C 4.230 -3.200 -5.068 -0.076
C 0.964 -4.631 -1.822 -0.112
H 3.819 -2.913 -2.931 0.119
H 2.562 -2.341 -4.025 0.105
H 4.980 -3.961 -4.853 0.079
H 4.641 -2.193 -5.260 0.091
H 3.768 -3.563 -6.022 0.102
H 0.977 -5.689 -1.466 0.095
H 0.139 -4.055 -1.447 0.031
H 1.823 -4.189 -1.376 0.038
O -2.220 -0.614 4.970 -0.271
S -1.532 0.608 4.710 0.547
O -0.104 0.718 4.673 -0.284
O -1.997 1.223 3.281 -0.311
C -3.340 0.902 2.750 -0.242
C -3.909 2.146 2.059 -0.069
C -2.116 1.827 5.797 -0.121
H -4.003 0.635 3.593 0.115
H -3.336 0.028 2.146 0.084
H -4.972 2.206 1.777 0.085
H -3.427 2.434 1.160 0.030
H -3.660 3.049 2.701 0.088
H -1.866 1.446 6.807 0.089
H -3.203 1.913 5.748 0.084
H -1.546 2.717 5.636 0.055
O 1.129 6.933 -2.659 -0.281
S 1.018 6.777 -1.241 0.618
O 0.412 7.725 -0.404 -0.276
O 0.111 5.410 -0.962 -0.282
C 0.154 4.395 -1.999 -0.226
C 1.065 3.261 -1.465 -0.068
C 2.619 6.439 -0.377 -0.070
H 0.655 4.892 -2.845 0.100
H -0.869 4.089 -2.137 0.117
H 1.073 2.413 -2.163 0.079
H 0.666 2.937 -0.494 0.043
H 2.102 3.628 -1.385 0.069
H 3.041 7.425 -0.351 0.061
H 3.257 5.689 -0.895 0.078
H 2.301 6.014 0.519 0.030
O -1.747 4.626 3.664 -0.278
S -0.597 5.214 3.085 0.549
O 0.566 5.567 3.893 -0.297
O -0.041 4.259 2.003 -0.273
C 0.509 2.973 2.518 -0.247
C 1.969 2.900 2.382 -0.060
C -1.088 6.659 2.154 -0.105
H -0.001 2.194 1.933 0.089
H 0.182 2.945 3.521 0.071
H 2.505 3.729 2.925 0.107
H 2.279 2.861 1.356 0.051
H 2.204 1.970 2.932 0.091
H -1.554 6.362 1.210 0.071
H -0.116 7.237 2.028 0.089
H -1.831 7.161 2.731 0.057
```

Summary:
- SMILES string: CCOS(C)(=O)=O.CCOS(C)(=O)=O.CCOS(C)(=O)=O.CCOS(C)(=O)=O.CCOS(C)(=O)=O.ClCCl.ClCCl.ClCCl
- Lowest unoccupied orbital energy: 0.300 eV
- F_max: 3.2 eV/Å
- Net charge: 0